(1)
Computed, not measured: a molecular structure, C13H32ClINOP2W at a distorted geometry, with ωB97M-V/def2-TZVPD.

Positions of all 52 atoms, in Å:
C -1.276 -0.007 -4.660
I -2.085 -0.158 -2.651
H -0.183 0.064 -4.640
H -1.736 0.882 -5.099
H -1.621 -0.912 -5.167
W 0.615 -0.090 -1.936
P 0.091 1.622 -0.554
C -1.523 2.425 -0.243
C 1.153 2.494 0.637
H 1.346 3.503 0.236
H 1.297 3.153 -1.808
H 2.097 1.953 0.783
H 1.311 1.689 -2.824
H -1.884 2.133 0.757
H 0.625 2.574 1.597
C 0.652 2.342 -2.172
H -1.395 3.525 -0.268
H -0.191 2.759 -2.747
H -2.265 2.125 -1.002
P 0.248 -1.868 -0.494
C -1.437 -2.368 -0.067
C 0.797 -2.946 -1.860
H 2.233 -1.605 0.859
H 1.745 -3.321 0.734
H 0.878 -2.199 1.834
C 1.380 -2.295 0.864
H 1.796 -2.685 -2.220
H 0.839 -3.952 -1.427
H -1.501 -3.457 0.056
H -2.123 -2.050 -0.864
H 0.100 -2.974 -2.697
H -1.746 -1.866 0.854
Cl 2.885 -0.181 -1.987
O 1.156 0.274 2.629
C 0.395 0.094 3.583
C 0.893 0.089 5.002
C 0.429 1.310 5.788
C -0.972 1.128 6.391
C -2.081 0.999 5.356
C -1.955 -0.204 4.418
N -0.947 -0.012 3.386
H 0.550 -0.829 5.491
H 1.989 0.095 4.961
H 1.140 1.480 6.607
H 0.465 2.202 5.152
H -0.956 0.232 7.031
H -1.179 1.995 7.035
H -3.034 0.930 5.889
H -2.131 1.899 4.733
H -1.715 -1.111 4.988
H -2.927 -0.371 3.940
H -1.235 -0.083 2.413

Values from the calculation:
Total charge = +3
Expectation value of S² = 2.02
Energy = -58534.65369 eV
Multiplicity = 3
Lowest unoccupied orbital energy (spin up / spin down) = -12.92 / -12.58 eV
Energy above the lowest of the compared OMol25 structures with the same formula, charge and spin = 81.9 kJ/mol
Frontier orbital gap (spin up / spin down) = 0.1559 / 0.1684 Eh

Atomic partial charges in e from the Mulliken method, atoms 1 to 2: -0.810 0.248

(2)
Computed, not measured: 4 unconnected molecules or ions with the total composition C4H13NO3 at a distorted geometry, with ωB97M-V/def2-TZVPD.

Positions of all 21 atoms, in Å:
C 3.851 -0.642 0.409
C 2.851 -0.721 1.494
C 1.712 -1.473 1.345
N 0.715 -1.483 2.235
C 0.334 -2.146 3.219
H 3.424 -0.228 -0.506
H 4.220 -1.648 0.173
H 4.724 -0.073 0.720
H 2.962 -0.165 2.417
H 1.356 -1.971 0.444
H 0.907 -2.984 3.615
H -0.605 -1.951 3.718
H -1.440 2.284 -1.425
H -1.809 1.609 -0.122
O -1.270 1.490 -0.895
H -1.372 5.494 -1.933
H -1.692 4.891 -0.645
O -1.826 4.722 -1.589
H -5.601 -2.447 -4.269
H -6.001 -1.033 -3.896
O -5.440 -1.525 -4.507

Values from the calculation:
Total charge = +1
Expectation value of S² = 0.77
Energy = -11981.85787 eV
Multiplicity = 2
Lowest unoccupied orbital energy (spin up / spin down) = -4.19 / -7.28 eV
Energy above the lowest of the compared OMol25 structures with the same formula, charge and spin = 170.4 kJ/mol
Frontier orbital gap (spin up / spin down) = 0.3221 / 0.2088 Eh

Atomic partial charges in e from the Mulliken method, atoms 1 to 2: -1.034 -0.028

(3)
Computed, not measured: a single C7H11ClSSi molecule at a distorted geometry, with ωB97M-V/def2-TZVPD.

Positions of all 21 atoms, in Å:
C -0.897 1.468 -1.733
Si -0.718 0.613 -0.070
C -0.844 1.864 1.315
C -2.321 -0.895 0.331
Cl -2.111 -2.156 -0.917
C 0.857 -0.376 0.001
C 1.398 -1.253 0.865
C 2.600 -1.877 0.500
C 2.927 -1.451 -0.773
S 1.806 -0.517 -1.508
H -1.927 1.786 -2.004
H -0.369 2.362 -1.825
H -0.571 0.890 -2.584
H 0.037 1.916 2.033
H -0.847 2.783 0.833
H -1.682 1.847 2.032
H -2.171 -1.194 1.351
H -3.273 -0.361 0.259
H 0.998 -1.347 1.940
H 3.275 -2.436 1.224
H 3.835 -1.666 -1.269

Values from the calculation:
Energy = -38672.14017 eV
Multiplicity = 1
Lowest unoccupied orbital energy = 0.72 eV
SMILES = C[Si](C)(CCl)c1cccs1
Energy above the lowest of the compared OMol25 structures with the same formula, charge and spin = 187.8 kJ/mol
Frontier orbital gap = 0.3447 Eh

Atomic partial charges in e from the Mulliken method, atoms 1 to 2: -1.264 0.477

(4)
Computed, not measured: a molecular structure, C19H25N3ReSSi at a distorted geometry, with ωB97M-V/def2-TZVPD.

Positions of all 50 atoms, in Å:
C 1.252 -0.471 2.517
C 1.568 -1.127 1.297
C 2.729 -0.506 0.753
H 1.035 -1.989 0.918
C 3.100 0.564 1.617
C 2.184 0.586 2.712
H 2.281 1.210 3.583
H 0.498 -0.747 3.234
H 3.232 -0.825 -0.152
H 3.985 1.170 1.504
Re 1.154 0.905 0.926
C -1.517 0.107 -3.362
H -0.524 -0.041 -3.792
H -2.078 0.907 -3.867
H -2.077 -0.844 -3.359
Si -0.736 0.239 -1.071
C -2.162 -0.381 -0.056
C -2.079 -1.353 0.959
H -1.105 -1.698 1.331
C -3.251 -1.885 1.514
H -3.177 -2.689 2.251
C -4.510 -1.445 1.093
H -5.417 -1.914 1.480
C -4.582 -0.409 0.160
H -5.548 -0.061 -0.190
C -3.422 0.148 -0.377
H -3.500 0.983 -1.071
C 0.340 -1.175 -1.644
C -0.188 -2.478 -1.632
H -1.148 -2.679 -1.144
C 0.472 -3.514 -2.303
H 0.011 -4.504 -2.336
C 1.696 -3.271 -2.928
H 2.207 -4.068 -3.462
C 2.263 -1.995 -2.889
H 3.227 -1.784 -3.359
C 1.588 -0.951 -2.251
H 2.021 0.054 -2.220
H -0.234 1.715 -0.835
H -1.501 0.648 -2.278
N 1.638 2.935 0.267
N 1.560 3.865 1.369
C 0.752 3.453 2.366
N 0.794 4.033 3.570
S -0.454 2.266 2.013
H 0.936 3.246 -0.412
H 2.556 3.030 -0.167
H 2.449 4.323 1.623
H 0.189 3.690 4.311
H 1.492 4.725 3.789

Values from the calculation:
Total charge = +2
Expectation value of S² = 3.77
Energy = -45402.32737 eV
Multiplicity = 4
Lowest unoccupied orbital energy (spin up / spin down) = -6.07 / -7.49 eV
Frontier orbital gap (spin up / spin down) = 0.2347 / 0.2559 Eh

Atomic partial charges in e from the Mulliken method, atoms 1 to 2: -0.391 -0.346